*one*
12
Properties=species:S:1:pos:R:3 method="wB97M-V/def2-TZVPD" multiplicity=1 e_lumo_ha=-0.198 total_charge=+1 e_homo_ev=-13.8 homo_lumo_gap_ev=8.4
C 1.786 0.028 -0.450
S 0.875 -1.559 -0.635
H 1.337 0.788 -1.103
H 1.784 0.351 0.611
H 2.809 -0.171 -0.782
H 0.511 -1.345 -1.892
C -1.434 0.954 0.714
N -1.670 -0.309 0.656
H -2.091 1.636 1.224
H -0.477 1.287 0.225
H -0.953 -0.937 0.241
H -2.477 -0.722 1.190

*two*
12
Properties=species:S:1:pos:R:3 method="wB97M-V/def2-TZVPD" multiplicity=1 smiles=[NH3+]CCS e_lumo_ha=-0.147 total_charge=+1 e_homo_ev=-13.5 homo_lumo_gap_ev=9.5
N -0.670 1.111 -0.600
C -0.830 -0.192 0.101
C 0.480 -0.624 0.568
S 2.058 -0.676 -0.502
H -1.577 1.571 -1.038
H 0.042 1.078 -1.261
H -0.313 1.812 0.086
H -1.546 -0.079 0.882
H -1.101 -0.861 -0.695
H 0.280 -1.557 1.229
H 0.876 0.205 1.234
H 2.301 -1.788 -0.004

Most stable of them? *one*.